Here is an isolated molecule of C12H25N5O3 at a distorted geometry from OMol25. Energies are from ωB97M-V/def2-TZVPD.

Structure (ORCA input):
```
! RIJCOSX wB97M-V def2-TZVPD def2/J DEFGRID3
* xyz 0 1
H -1.215 1.643 -2.622
N -1.154 2.518 -2.016
C -1.768 2.207 -0.920
N -1.977 3.106 0.049
N -2.346 0.886 -0.757
C -3.463 0.528 0.145
C -3.617 -1.020 0.195
C -2.432 -1.752 0.839
C -1.426 -2.431 -0.073
N -0.655 -3.407 0.734
C -0.728 -1.393 -0.999
O -1.138 -1.142 -2.107
N 0.426 -0.920 -0.413
C 1.434 -0.170 -1.123
C 1.932 0.981 -0.274
C 2.925 0.699 0.834
C 2.512 -0.210 1.988
C 3.325 2.086 1.412
C 2.552 -1.070 -1.613
O 2.883 -2.088 -1.083
O 3.220 -0.559 -2.682
H -1.399 3.930 0.042
H -2.089 2.784 1.013
H -2.582 0.526 -1.663
H -4.389 0.977 -0.211
H -3.232 0.908 1.182
H -4.546 -1.311 0.685
H -3.614 -1.323 -0.882
H -2.863 -2.548 1.483
H -1.857 -1.079 1.533
H -1.986 -3.032 -0.797
H -0.305 -2.996 1.569
H 0.125 -3.764 0.192
H 0.703 -1.253 0.489
H 0.943 0.225 -2.039
H 2.411 1.645 -0.995
H 1.051 1.523 0.132
H 3.836 0.196 0.379
H 2.636 -1.249 1.647
H 1.537 -0.066 2.444
H 3.307 -0.110 2.744
H 2.502 2.544 1.923
H 4.176 1.992 2.079
H 3.613 2.771 0.635
H 2.731 0.219 -3.095
*
```

HOMO energy: -8.76 eV
structure (SMILES): [H]/N=C(/N)NCCC[C@H](N)C(=O)N[C@@H](CC(C)C)C(=O)O
electronic energy: -971.77778 hartree
E_LUMO: 0.49 eV
frontier orbital gap: 9.248 eV
energy relative to the best compared isomer or geometry (same formula, charge and spin): 21.9 kcal per mole

natural (NBO) population analysis, charges in e, atoms 1 to 4: 0.34 -0.78 0.58 -0.82